ORCA calculation (ωB97M-V/def2-TZVPD) on a 13-piece molecular cluster, C74H63F12N overall in a non-equilibrium geometry.

Each atom is followed by the atoms it is bonded to, with distances in Å.
Positions of all 150 atoms, in Å:
1 F 0.59469 -2.30983 -3.95055  C69 1.341
2 F -7.02793 2.55265 4.27364  C87 1.315
3 F 7.16120 -1.03678 -4.76013  C29 1.334
4 F -1.68955 -2.79653 3.02183  C19 1.315
5 F -4.08859 1.78963 0.15538  C57 1.345
6 F -0.10822 1.59728 4.20109  C15 1.351
7 F 0.05371 5.52516 1.71164  C24 1.336
8 F 4.77267 -7.70415 -2.29135  C52 1.331
9 F -4.84899 4.64065 -5.84523  C81 1.367
10 F 2.08064 -1.72787 0.64132  C75 1.325
11 F 3.41664 0.42420 2.57398  C46 1.347
12 F -3.67565 -6.99272 -2.71095  C80 1.371
13 N -2.99163 -1.69605 -4.16659  C61 1.159
14 C 2.26938 6.06317 1.03003  C24 1.394, C73 1.418, H104 1.080
15 C 0.48442 2.33053 5.16917  F6 1.351, C17 1.407, C49 1.390
16 C -2.76711 -3.35894 -6.15161  C61 1.443, H117 1.090, H123 1.090, H144 1.090
17 C 0.76270 3.68641 4.91604  C15 1.407, C67 1.386, H102 1.080
18 C -3.03931 3.54430 -4.71631  C74 1.403, C81 1.378, H141 1.080
19 C -0.70988 -2.92601 3.88978  F4 1.315, C63 1.393, C77 1.374
20 C -3.44947 1.46316 -3.56144  C38 1.409, C74 1.379, H129 1.080
21 C 0.78895 0.65671 -6.77275  C41 1.376, C76 1.392, H133 1.080
22 C 5.10842 -1.64951 -3.69190  C29 1.421, C78 1.392, H89 1.080
23 C 0.41741 0.03477 -4.53932  C69 1.439, C76 1.356, H134 1.080
24 C 1.30427 5.14376 1.43886  F7 1.336, C14 1.394, C50 1.406
25 C -0.74071 -0.67892 -1.34389  C72 1.397, C79 1.418, H101 1.080
26 C 1.66628 -4.93608 -2.43105  C48 1.410, C58 1.394, H92 1.080
27 C -5.47311 4.22984 4.87266  C71 1.404, C87 1.401, H90 1.080
28 C -1.60402 -5.80947 0.02920  C82 1.434, C83 1.366, H115 1.080
29 C 6.18753 -0.74805 -3.89558  F3 1.334, C22 1.421, C40 1.402
30 C -3.42827 2.75056 3.58369  C39 1.394, C64 1.406, H88 1.080
31 C 3.57050 -6.01336 -3.45760  C52 1.363, C58 1.426, H118 1.080
32 C 1.05367 -1.95161 5.14060  C37 1.423, C77 1.380, H96 1.080
33 C 1.42643 3.99811 7.18552  C56 1.402, C67 1.384, H98 1.080
34 C 4.24974 -1.57618 3.45028  C43 1.369, C46 1.398, H122 1.080
35 C 5.04415 0.62975 -2.22080  C40 1.426, C55 1.400, H148 1.080
36 C -5.83410 4.28228 -1.74066  C59 1.400, C60 1.438, H91 1.080
37 C 1.35578 -3.24051 5.66263  C32 1.423, C65 1.391, H124 1.080
38 C -4.77697 1.47053 -4.03508  C20 1.409, C47 1.356, H103 1.080
39 C -3.12886 3.83854 4.40227  C30 1.394, C71 1.424, H140 1.080
40 C 6.09237 0.44775 -3.16977  C29 1.402, C35 1.426, H125 1.080
41 C 1.15347 -0.62814 -7.10509  C21 1.376, C86 1.400, H120 1.080
42 C 4.59939 -0.26904 5.94013  C54 1.396, C62 1.422, H105 1.080
43 C 4.81364 -2.26070 4.49336  C34 1.369, C54 1.398, H136 1.080
44 C -3.22033 3.81291 -0.72766  C45 1.408, C57 1.402, H149 1.080
45 C -3.50947 5.03127 -1.37236  C44 1.408, C60 1.423, H114 1.080
46 C 3.94327 -0.22424 3.63110  F11 1.347, C34 1.398, C62 1.403
47 C -5.13853 2.55953 -4.75773  C38 1.356, C81 1.348, H142 1.080
48 C 1.87807 -5.78679 -1.32724  C26 1.410, C51 1.375, H119 1.080
49 C 0.77117 1.76775 6.40754  C15 1.390, C56 1.401, H106 1.080
50 C 1.57993 3.76994 1.32333  C24 1.406, C53 1.409, H127 1.080
51 C 2.86651 -6.74312 -1.30901  C48 1.375, C52 1.411, H139 1.080
52 C 3.76038 -6.84686 -2.39645  F8 1.331, C31 1.363, C51 1.411
53 C 2.85545 3.35993 0.88856  C50 1.409, C68 1.406, H137 1.080
54 C 5.00472 -1.58364 5.70188  C42 1.396, C43 1.398, H99 1.080
55 C 4.05948 -0.33847 -1.98903  C35 1.400, C78 1.364, H132 1.080
56 C 1.27773 2.61991 7.39703  C33 1.402, C49 1.401, H143 1.080
57 C -4.28709 2.92308 -0.54187  F5 1.345, C44 1.402, C59 1.378
58 C 2.45234 -5.13476 -3.56501  C26 1.394, C31 1.426, H126 1.080
59 C -5.56710 3.11393 -1.01615  C36 1.400, C57 1.378, H112 1.080
60 C -4.77909 5.22790 -1.98419  C36 1.438, C45 1.423, H100 1.080
61 C -2.87866 -2.47587 -5.01610  N13 1.159, C16 1.443
62 C 4.05535 0.46214 4.84923  C42 1.422, C46 1.403, H97 1.080
63 C -0.46903 -4.19209 4.41817  C19 1.393, C65 1.386, H107 1.080
64 C -4.78723 2.42721 3.42520  C30 1.406, C87 1.427, H111 1.080
65 C 0.53828 -4.32420 5.36078  C37 1.391, C63 1.386, H147 1.080
66 C -0.62099 0.72990 0.62148  C72 1.405, C84 1.391, H130 1.080
67 C 1.24593 4.51652 5.91537  C17 1.386, C33 1.384, H145 1.080
68 C 3.80414 4.29526 0.43987  C53 1.406, C73 1.382, H131 1.080
69 C 0.67766 -1.34056 -4.87310  F1 1.341, C23 1.439, C86 1.365
70 C -2.42883 -3.93515 -1.13162  C83 1.403, C85 1.407, H150 1.080
71 C -4.13912 4.65104 4.99170  C27 1.404, C39 1.424, H121 1.080
72 C -1.29230 0.32609 -0.54501  C25 1.397, C66 1.405, H108 1.080
73 C 3.48598 5.64015 0.43639  C14 1.418, C68 1.382, H116 1.080
74 C -2.57464 2.44212 -3.98261  C18 1.403, C20 1.379, H95 1.080
75 C 0.97465 -1.07767 0.30926  F10 1.325, C79 1.373, C84 1.399
76 C 0.48006 1.02226 -5.46581  C21 1.392, C23 1.356, H138 1.080
77 C 0.04976 -1.82397 4.20231  C19 1.374, C32 1.380, H113 1.080
78 C 4.07095 -1.44418 -2.78687  C22 1.392, C55 1.364, H128 1.080
79 C 0.36352 -1.43095 -0.86823  C25 1.418, C75 1.373, H135 1.080
80 C -3.14903 -6.15528 -1.76114  F12 1.371, C82 1.405, C85 1.399
81 C -4.36660 3.61664 -5.07954  F9 1.367, C18 1.378, C47 1.348
82 C -2.30537 -6.74263 -0.80326  C28 1.434, C80 1.405, H93 1.080
83 C -1.59665 -4.45223 -0.12706  C28 1.366, C70 1.403, H109 1.080
84 C 0.50542 0.02452 1.03124  C66 1.391, C75 1.399, H110 1.080
85 C -3.25354 -4.76849 -1.90979  C70 1.407, C80 1.399, H146 1.080
86 C 1.08815 -1.64031 -6.13963  C41 1.400, C69 1.365, H94 1.080
87 C -5.81223 3.04767 4.20063  F2 1.315, C27 1.401, C64 1.427
88 H -2.58619 2.28221 3.09590  C30 1.080
89 H 5.10652 -2.51196 -4.34198  C22 1.080
90 H -6.23771 4.71564 5.46069  C27 1.080
91 H -6.84822 4.48659 -2.05083  C36 1.080
92 H 0.92934 -4.14716 -2.40084  C26 1.080
93 H -2.32565 -7.81643 -0.68946  C82 1.080
94 H 1.26791 -2.67041 -6.40976  C86 1.080
95 H -1.57171 2.47615 -3.58340  C74 1.080
96 H 1.62453 -1.08932 5.45199  C32 1.080
97 H 3.63892 1.44281 5.02602  C62 1.080
98 H 1.63457 4.63719 8.03089  C33 1.080
99 H 5.52809 -2.05533 6.52041  C54 1.080
100 H -5.06047 6.18411 -2.40001  C60 1.080
101 H -1.10569 -0.96020 -2.32066  C25 1.080
102 H 0.67521 4.04570 3.90132  C17 1.080
103 H -5.49718 0.70957 -3.77314  C38 1.080
104 H 1.92448 7.07714 1.16895  C14 1.080
105 H 4.68198 0.13565 6.93803  C42 1.080
106 H 0.53954 0.72560 6.57091  C49 1.080
107 H -1.11351 -4.94726 3.99300  C63 1.080
108 H -2.13773 0.96173 -0.76324  C72 1.080
109 H -1.01523 -3.84011 0.54648  C83 1.080
110 H 1.11972 0.24733 1.89112  C84 1.080
111 H -4.86574 1.53428 2.82277  C64 1.080
112 H -6.37275 2.43419 -0.78102  C59 1.080
113 H -0.19118 -0.84565 3.81341  C77 1.080
114 H -2.72791 5.77338 -1.30288  C45 1.080
115 H -1.06097 -6.25151 0.85145  C28 1.080
116 H 4.21478 6.37607 0.13032  C73 1.080
117 H -3.28588 -3.10416 -7.07576  C16 1.090
118 H 4.26098 -6.01483 -4.28806  C31 1.080
119 H 1.35268 -5.59729 -0.40287  C48 1.080
120 H 1.40248 -0.97334 -8.09768  C41 1.080
121 H -3.83454 5.54523 5.51521  C71 1.080
122 H 4.23522 -2.01544 2.46376  C34 1.080
123 H -1.72735 -3.50632 -6.44366  C16 1.090
124 H 2.24449 -3.37000 6.26249  C37 1.080
125 H 6.84443 1.21056 -3.30738  C40 1.080
126 H 2.29307 -4.43729 -4.37406  C58 1.080
127 H 0.76533 3.07988 1.48658  C50 1.080
128 H 3.26629 -2.15595 -2.67595  C78 1.080
129 H -3.06441 0.63542 -2.98438  C20 1.080
130 H -0.79869 1.58456 1.25740  C66 1.080
131 H 4.79888 4.12854 0.05373  C68 1.080
132 H 3.21122 -0.19410 -1.33634  C55 1.080
133 H 0.88203 1.46041 -7.48814  C21 1.080
134 H 0.10189 0.30694 -3.54294  C23 1.080
135 H 0.85928 -2.17867 -1.46951  C79 1.080
136 H 5.00134 -3.32292 4.43974  C43 1.080
137 H 3.02265 2.29368 0.92835  C53 1.080
138 H 0.19364 2.04081 -5.24923  C76 1.080
139 H 3.10230 -7.37676 -0.46681  C51 1.080
140 H -2.10531 4.18255 4.38197  C39 1.080
141 H -2.40476 4.32964 -5.09971  C18 1.080
142 H -6.15000 2.61582 -5.13212  C47 1.080
143 H 1.41912 2.25708 8.40438  C56 1.080
144 H -3.11028 -4.33412 -5.80612  C16 1.090
145 H 1.44589 5.56037 5.72355  C67 1.080
146 H -3.88291 -4.36182 -2.68756  C85 1.080
147 H 0.69318 -5.34302 5.68396  C65 1.080
148 H 4.96338 1.59159 -1.73630  C35 1.080
149 H -2.27625 3.51938 -0.29300  C44 1.080
150 H -2.54583 -2.88194 -1.34007  C70 1.080

Output
max |F|	3.7	eV/A
E_HOMO	-8.7	eV
electronic energy	-111856.3036	eV
energy above the lowest of the compared OMol25 structures with the same formula, charge and spin	0.0	kJ/mol
lowest unoccupied orbital energy	0.50	eV
HOMO-LUMO gap	9.20	eV
net charge	0

Atom charges from the Mulliken analysis, given in e for atoms 1 to 99:
1. F 0.08
2. F -0.29
3. F -0.30
4. F -0.33
5. F -0.44
6. F -0.16
7. F -0.29
8. F -0.32
9. F -0.39
10. F -0.37
11. F 0.01
12. F -0.33
13. N -0.29
14. C -0.54
15. C 0.56
16. C -1.01
17. C 0.10
18. C -0.56
19. C 0.23
20. C -0.33
21. C -0.62
22. C -0.47
23. C 0.27
24. C 0.12
25. C -0.51
26. C 0.24
27. C -0.27
28. C -0.23
29. C 0.10
30. C -0.27
31. C -0.26
32. C -0.28
33. C -0.67
34. C -0.35
35. C -0.38
36. C -0.46
37. C -0.79
38. C -1.12
39. C -0.30
40. C -0.52
41. C -0.73
42. C -0.67
43. C -0.62
44. C -0.12
45. C -0.74
46. C 0.38
47. C -0.24
48. C -0.59
49. C -0.44
50. C 0.06
51. C -0.41
52. C 0.09
53. C -0.46
54. C -0.49
55. C -0.46
56. C -0.60
57. C 0.49
58. C -0.71
59. C -0.50
60. C -0.71
61. C 0.50
62. C -0.48
63. C -0.42
64. C -0.38
65. C -0.62
66. C 0.86
67. C -0.57
68. C -0.59
69. C 0.03
70. C -0.15
71. C -0.69
72. C -0.25
73. C -0.54
74. C -0.22
75. C -0.27
76. C -0.50
77. C 0.13
78. C -0.11
79. C -0.79
80. C 0.49
81. C 0.12
82. C -0.92
83. C -0.45
84. C -0.81
85. C -0.78
86. C -0.45
87. C -0.03
88. H 0.64
89. H 0.39
90. H 0.37
91. H 0.45
92. H 0.36
93. H 0.44
94. H 0.48
95. H 0.79
96. H 0.35
97. H 0.55
98. H 0.39
99. H 0.37